{
  "formula": "C7H9IN3",
  "method": "wB97M-V/def2-TZVPD",
  "species": ["C", "N", "C", "C", "C", "N", "C", "C", "N", "C", "I", "H", "H", "H", "H", "H", "H", "H", "H", "H"],
  "coordinates": [[0.84261, 2.76121, -0.04493], [0.01851, 1.61270, 0.07347], [0.37490, 0.38987, 0.01582], [1.74914, -0.09635, -0.10066], [2.08087, -1.39571, -0.09897], [1.11196, -2.35829, -0.00918], [-0.17797, -2.01982, 0.04924], [-0.62301, -0.71346, 0.05692], [-2.01002, -0.60693, 0.05175], [-2.83738, 0.38805, 0.22743], [-4.86759, 0.16569, -0.04420], [0.51931, 3.48307, 0.70466], [1.91553, 2.59685, 0.05515], [0.64438, 3.20887, -1.02315], [2.53238, 0.63927, -0.15980], [3.09624, -1.74099, -0.18762], [1.38386, -3.33105, 0.03670], [-0.88000, -2.84210, 0.09810], [-2.45389, -1.50628, -0.15057], [-2.41986, 1.36540, 0.44984]],
  "forces_ev_per_a": [[0.4, 0.3, -0.1], [-1.7, -1.1, 0.1], [-0.2, 0.4, 0.0], [0.1, -0.2, 0.0], [0.1, 0.7, -0.1], [0.1, -0.5, 0.0], [-0.7, 0.6, 0.1], [1.7, -0.7, 0.0], [-1.6, 0.4, 0.1], [0.8, -0.3, -0.3], [0.5, 0.0, 0.2], [0.1, 0.1, 0.0], [0.1, 0.0, 0.0], [0.1, 0.1, 0.1], [0.1, 0.0, -0.1], [0.1, -0.1, 0.1], [-0.1, 0.2, -0.1], [0.0, -0.1, 0.0], [0.0, 0.3, 0.0], [0.1, -0.1, 0.0]],
  "spin_multiplicity": 1,
  "e_tot_ha": -733.8130,
  "orbital_gap_ev": 7.10,
  "total_charge": 1,
  "e_lumo_ha": -0.168,
  "e_above_lowest_kj_mol": 0.00,
  "smiles": "C/N=c1\\cc[nH]cc1/[NH+]=C/I"
}